# 1
{"formula": "C7H17B3IMgNO4", "method": "ωB97M-V with the def2-TZVPD basis set", "homo_lumo_gap_ha": 0.1308, "charge": 2, "homo_ev": -14.938, "symbols": ["C", "C", "N", "B", "O", "B", "C", "C", "C", "I", "O", "B", "C", "O", "C", "O", "H", "H", "H", "H", "H", "H", "H", "H", "H", "H", "H", "H", "H", "H", "H", "H", "H", "Mg"], "coordinates": [[2.07374, -2.36859, 1.48232], [3.06918, -1.62680, 0.59784], [2.46677, -1.09707, -0.65977], [1.36872, -0.24003, -0.58689], [0.04849, -0.65415, -1.08035], [-0.96324, 0.24933, -1.05031], [-2.46390, -0.14562, -1.51312], [-2.60999, -1.39713, -2.41384], [-2.22782, -2.73573, -1.77843], [-3.05470, -2.92778, 0.15689], [-0.74335, 1.56997, -0.80005], [0.29473, 1.74044, 0.19946], [-0.00371, 2.52178, 1.52065], [0.73478, 3.71859, 1.44477], [0.70069, 4.47603, 2.65283], [1.43238, 1.05509, -0.10927], [1.33794, -2.90475, 0.87922], [2.58993, -3.09884, 2.10277], [1.54439, -1.68635, 2.15086], [3.88518, -2.28507, 0.31126], [3.51450, -0.78577, 1.12661], [2.27274, -1.87144, -1.28790], [-2.94251, 0.73235, -2.02234], [-3.03958, -0.23235, -0.58479], [-3.60593, -1.44133, -2.85290], [-1.90412, -1.31233, -3.31107], [-2.63180, -3.54561, -2.37782], [-1.15328, -2.86872, -1.72500], [0.30862, 1.89881, 2.37516], [-1.07942, 2.71793, 1.63478], [1.32949, 4.00980, 3.41584], [1.07738, 5.46740, 2.41960], [-0.32165, 4.55639, 3.03200], [-1.30464, 0.51154, -3.34902]], "forces_ev_per_a": [[0.0, 0.1, 0.0], [0.5, 0.3, -0.1], [-1.0, -0.7, 0.0], [0.6, 0.4, -0.1], [0.0, 0.2, -0.6], [0.0, -0.1, 0.7], [0.8, 0.4, -1.3], [-0.1, 0.1, 0.3], [0.1, -0.1, -0.4], [0.0, 0.0, 0.1], [-0.5, -0.1, 0.2], [0.5, 0.2, -0.4], [0.0, 0.1, 0.0], [0.0, 0.0, -0.1], [0.0, -0.1, 0.1], [-0.4, -0.4, 0.7], [0.0, -0.1, 0.0], [0.0, 0.0, 0.1], [-0.1, 0.0, 0.0], [0.0, 0.0, -0.1], [0.0, 0.0, 0.0], [0.1, -0.1, 0.1], [-0.4, 0.0, 0.3], [0.0, 0.0, 0.0], [0.0, 0.0, 0.0], [0.0, -0.4, -0.3], [-0.1, 0.0, 0.0], [0.0, 0.1, 0.2], [0.0, 0.0, 0.0], [0.0, 0.0, 0.1], [0.0, 0.0, 0.0], [0.0, 0.0, 0.0], [0.0, 0.0, 0.0], [-0.1, 0.0, 0.6]]}

# 2
{"formula": "C3H5NO2", "method": "ωB97M-V with the def2-TZVPD basis set", "homo_lumo_gap_ha": 0.4194, "relative_energy_ev": 1.340, "charge": 0, "homo_ev": -10.444, "symbols": ["H", "N", "C", "C", "O", "C", "O", "H", "H", "H", "H"], "coordinates": [[-0.17797, 2.49854, -0.41033], [0.00282, 1.51887, -0.61868], [-0.86437, 0.77640, -0.07289], [-0.73888, -0.72310, -0.18136], [0.57856, -1.08217, -0.56448], [1.51997, -0.70041, 0.30792], [1.30522, -0.32015, 1.42897], [-1.72025, 1.13335, 0.51283], [-1.04370, -1.19458, 0.76112], [-1.36344, -1.10105, -0.99196], [2.50205, -0.80569, -0.17114]], "forces_ev_per_a": [[-0.1, 0.0, -0.1], [-0.4, 0.0, 0.4], [0.2, 0.1, -0.2], [-0.2, 0.0, 0.0], [0.1, 0.0, 0.0], [0.0, 0.0, 0.4], [0.3, -0.2, -0.5], [0.1, 0.0, -0.1], [0.2, 0.1, -0.2], [-0.1, 0.0, 0.1], [0.0, 0.0, 0.2]]}

# 3
{"formula": "C19H20N4O3", "method": "ωB97M-V with the def2-TZVPD basis set", "homo_lumo_gap_ha": 0.2460, "relative_energy_ev": 23.011, "charge": 0, "homo_ev": -7.526, "symbols": ["C", "H", "O", "C", "C", "C", "C", "C", "C", "H", "H", "N", "C", "C", "C", "C", "C", "N", "C", "N", "C", "C", "C", "C", "C", "C", "H", "H", "H", "H", "H", "H", "H", "H", "H", "H", "H", "H", "N", "O", "O", "H", "H", "H", "H", "H"], "coordinates": [[0.38142, -2.81381, 4.50766], [0.95269, -3.30536, 5.20452], [1.13818, -1.50130, 4.34043], [0.74642, -0.57288, 3.63775], [-0.20109, -0.62476, 2.89152], [-0.71449, 0.26089, 2.03368], [-0.07898, 1.39870, 2.10759], [1.23343, 1.59996, 2.80619], [1.55783, 0.52450, 3.65279], [2.27313, 0.70248, 4.38192], [1.66185, 2.37910, 2.71121], [-0.14917, 2.44724, 1.07004], [-0.53217, 2.70110, -0.01931], [-1.15793, 3.69863, -0.88663], [-1.35967, 3.76152, -2.18811], [-1.47271, 2.58250, -2.92648], [-0.90514, 1.55483, -2.30438], [-0.64672, 0.29785, -2.91100], [-0.00345, -0.44380, -2.09789], [-0.11243, 0.18240, -0.74325], [-0.39041, 1.39990, -1.00186], [1.28184, -1.11106, -2.35330], [1.72517, -2.29885, -1.74303], [0.78215, -3.50865, -2.18215], [-0.23126, -2.92274, -2.79137], [-0.92700, -1.69047, -1.77683], [-1.94572, -1.39302, -1.76886], [-0.81247, -2.06140, -0.83365], [-1.26340, -3.80287, -2.45020], [-0.53046, -2.53398, -3.61032], [0.88699, -4.18443, -1.52831], [1.55654, -3.82976, -3.02964], [1.60040, -2.10422, -0.62279], [2.86834, -2.39000, -1.69633], [1.43415, -1.04392, -3.34833], [2.02952, -0.18651, -2.25285], [-1.48795, 2.75416, -4.08434], [-2.11885, 4.59648, -2.54541], [-1.27422, 4.91177, -0.15617], [-0.92117, 4.86318, 0.98768], [-1.95406, 5.95528, -0.64695], [-0.45752, 3.27545, 1.59080], [-1.53510, 0.11131, 1.35608], [-0.94619, -1.64900, 2.88812], [-0.47124, -2.81202, 4.79446], [0.49092, -3.17444, 3.53730]], "forces_ev_per_a": [[10.8, 2.9, -4.4], [1.6, -1.2, 1.3], [1.4, -7.2, 6.3], [6.7, 3.3, 3.3], [-13.4, -7.1, -6.3], [-1.5, 0.7, -1.0], [5.9, 3.8, -2.3], [-8.8, -12.7, 1.9], [-0.2, 5.0, -2.1], [1.7, -0.4, 1.1], [5.8, 10.0, -1.0], [0.2, 1.9, 11.5], [-3.1, -4.7, -14.5], [2.9, 1.7, 7.2], [-5.4, -0.8, -5.5], [0.3, 5.7, -3.6], [2.8, -8.5, -3.0], [-2.5, 7.4, -4.7], [-1.9, -4.3, 7.5], [3.4, 0.4, 0.7], [-1.8, 2.5, 2.4], [3.4, 7.0, -0.3], [1.5, -1.8, 5.2], [11.5, 3.7, -5.2], [-13.1, -1.3, 7.1], [1.5, -1.5, -2.9], [-1.1, -0.1, -1.1], [1.0, -0.7, 2.7], [2.4, 2.3, -1.8], [-0.4, 1.7, -6.5], [-0.8, -5.2, 5.0], [-1.6, -0.4, 1.2], [-0.3, -0.5, -1.0], [-1.6, -0.4, -1.0], [-0.2, -0.8, -3.9], [-0.8, -1.7, 0.8], [-0.5, -1.1, 2.4], [2.6, -1.0, 0.7], [-4.3, 3.4, -2.6], [0.6, 1.3, 2.0], [2.9, -3.7, 1.6], [1.0, 0.5, 0.6], [-0.1, -0.3, 0.1], [2.4, 2.6, 0.3], [-10.8, 1.1, 3.4], [-0.1, -1.5, -1.4]]}

# 4
{"formula": "C2H10N4S", "method": "ωB97M-V with the def2-TZVPD basis set", "homo_lumo_gap_ha": [0.2855, 0.2854], "relative_energy_ev": 3.108, "charge": 2, "homo_ev": [-17.769, -17.768], "symbols": ["C", "C", "N", "N", "N", "N", "S", "H", "H", "H", "H", "H", "H", "H", "H", "H", "H"], "coordinates": [[-0.27685, -0.14267, -0.86246], [-2.39644, 0.75622, -0.15543], [2.07527, 0.44532, 0.27826], [-1.42049, -0.31142, -0.20387], [3.31840, 0.43662, 0.33266], [-1.70807, -1.26230, 0.71278], [0.94777, -1.37879, -0.60968], [-0.32469, 0.63246, -1.64897], [-2.03999, 1.54297, 0.49035], [-2.44462, 1.40067, -1.14795], [-3.29330, 0.35722, 0.14383], [1.59534, 0.45601, 1.20188], [3.76907, 0.49132, 1.27887], [3.91746, 0.66636, -0.52194], [-2.45656, -1.11978, 1.29682], [-1.06020, -1.93714, 0.93656], [1.79792, -1.03307, -1.52170]], "forces_ev_per_a": [[-2.2, -1.3, 0.2], [1.4, 3.4, -3.2], [0.4, 1.7, -0.4], [2.0, 0.4, 0.3], [1.0, 1.1, 1.3], [1.1, 1.2, -2.6], [-1.6, -1.0, 0.6], [0.5, -0.5, 0.6], [0.0, -0.1, 0.9], [-0.2, -2.0, 1.6], [-2.3, -0.6, 0.4], [0.8, -0.3, -0.2], [0.1, -0.5, -1.1], [-1.2, -0.5, 1.2], [-2.0, 0.6, 1.4], [1.6, -1.7, 0.4], [0.5, 0.3, -1.3]]}